Computed, not measured: a structure of composition C40H53EuN5O4SSb in a non-equilibrium geometry, with ωB97M-V/def2-TZVPD.

## Properties
Max |F| ... 3.93 eV Å⁻¹
2S+1 ... 7
HOMO level (spin up / spin down) ... -4.46 / -7.12 eV
Energy above the lowest of the compared OMol25 structures with the same formula, charge and spin ... 80.8 kcal per mole
⟨S²⟩ ... 12.02

Geometry (Å):
1 Eu -0.5199 -0.9676 -1.4666
2 O 1.3793 0.5101 -1.8557
3 C 1.5923 1.7926 -2.0065
4 C 2.5619 2.1792 -2.9978
5 C 2.7590 3.4921 -3.3003
6 C 2.0733 4.5356 -2.6392
7 C 1.1559 4.1447 -1.6764
8 C 0.8635 2.7942 -1.3522
9 C -0.3075 2.4958 -0.6044
10 N -0.7214 1.3247 -0.1829
11 C -1.8151 1.4232 0.8685
12 C -3.1641 0.9042 0.3281
13 N -2.9266 0.0078 -0.8780
14 C -4.0825 -0.3042 -1.3841
15 C -4.3088 -1.2745 -2.4419
16 C -5.5215 -1.1966 -3.1552
17 C -5.9324 -2.2625 -3.9300
18 C -5.1887 -3.4170 -4.0613
19 C -3.9261 -3.4567 -3.5355
20 C -3.3928 -2.3717 -2.7402
21 O -2.1699 -2.5092 -2.3687
22 H 2.9754 1.3273 -3.5497
23 H 3.3414 3.7347 -4.1642
24 H 2.2890 5.5906 -2.8256
25 H 0.6160 4.9393 -1.1019
26 H -1.0550 3.3688 -0.4781
27 H -1.9568 2.4253 1.2847
28 H -1.4800 0.7273 1.6832
29 H -3.7494 1.7331 -0.0461
30 H -3.6665 0.3250 1.0743
31 H -5.0027 0.1438 -0.9737
32 H -6.2577 -0.3445 -3.0160
33 H -6.8413 -2.2013 -4.5460
34 H -5.6254 -4.2658 -4.5503
35 H -3.2135 -4.2400 -3.7097
36 O 2.4212 -1.4226 -4.7736
37 C 1.3266 -1.5084 -4.1730
38 N 0.9248 -2.2374 -3.1691
39 C 1.8557 -3.1620 -2.5929
40 C 2.6077 -2.5501 -1.5006
41 C 3.9585 -2.2205 -1.5420
42 C 4.5798 -1.7024 -0.3981
43 C 3.8141 -1.3243 0.7182
44 C 2.4790 -1.7577 0.7136
45 N 1.9154 -2.3151 -0.3105
46 C 0.3738 -0.4855 -4.6766
47 C 0.6451 0.0813 -5.9411
48 C -0.0605 1.1687 -6.4381
49 C -1.1806 1.6108 -5.6494
50 C -1.4792 0.9008 -4.5132
51 N -0.7713 -0.1633 -4.0560
52 H 2.5685 -3.3661 -3.4125
53 H 1.3851 -4.1378 -2.2963
54 H 4.5740 -2.5386 -2.3887
55 H 5.6481 -1.5259 -0.3360
56 H 4.1970 -0.9026 1.6218
57 H 1.8704 -1.4310 1.5826
58 H 1.5957 -0.1974 -6.3971
59 H 0.2749 1.6564 -7.3609
60 H -1.6937 2.5261 -5.9009
61 H -2.2862 1.1883 -3.8205
62 C 0.5423 -4.1347 3.6001
63 C -0.5765 -4.9137 2.8859
64 C -0.8070 -4.4839 1.4411
65 S -1.8998 -3.0260 1.0805
66 O -0.9535 -1.8051 0.8562
67 C -2.8735 -2.6925 2.6512
68 C -2.2275 -1.7488 3.6355
69 C -3.1633 -0.6491 4.1522
70 H 0.4700 -4.2579 4.7253
71 H 0.4865 -3.0597 3.3957
72 H 1.5556 -4.3983 3.2537
73 H -1.4732 -4.8978 3.5152
74 H -0.1572 -5.9249 2.8787
75 H -1.1335 -5.4043 0.8994
76 H 0.1512 -4.0925 1.0923
77 H -3.0790 -3.6885 3.1047
78 H -3.9427 -2.3900 2.3936
79 H -1.3123 -1.3017 3.2399
80 H -1.8774 -2.3740 4.4923
81 H -3.3403 0.1325 3.4367
82 H -2.7064 -0.2452 5.0769
83 H -4.1393 -1.0932 4.4677
84 C 1.0857 6.0009 2.2568
85 C 1.3822 5.1479 3.4803
86 Sb 1.8441 3.1191 2.7692
87 C 1.4351 2.0077 4.6717
88 C 1.2866 0.5120 4.4107
89 C 3.9944 2.9071 2.4971
90 C 4.9628 2.8588 3.6937
91 H 0.5294 6.8866 2.6107
92 H 0.4080 5.5165 1.4981
93 H 2.0092 6.3083 1.7494
94 H 0.4377 4.9325 4.0694
95 H 2.2149 5.5777 4.0702
96 H 0.6085 2.5629 5.1220
97 H 2.3025 2.1410 5.3551
98 H 2.2878 0.0861 4.2074
99 H 0.6463 0.2878 3.5217
100 H 0.8450 0.0013 5.2922
101 H 4.2656 3.7925 1.8759
102 H 4.0196 2.0237 1.8526
103 H 4.4896 3.3465 4.5828
104 H 5.9268 3.3303 3.4202
105 H 5.1500 1.8106 4.0283

Forces on atoms 1 to 2 (eV/Å):
-0.449 0.324 -0.506
-0.272 1.164 0.119

Results of the Löwdin charge analysis, in e, for atoms 1 through 99: Eu 2.01; O -0.16; C -0.33; C 0.01; C -0.12; C -0.05; C -0.06; C -0.18; C -0.23; N -0.12; C -0.22; C -0.19; N -0.05; C -0.13; C -0.16; C -0.07; C -0.14; C -0.11; C -0.02; C -0.37; O -0.25; H 0.13; H 0.09; H 0.11; H 0.11; H 0.13; H 0.10; H 0.08; H 0.10; H 0.08; H 0.13; H 0.13; H 0.10; H 0.10; H 0.10; O -0.02; C -0.56; N -0.06; C -0.22; C -0.25; C 0.00; C -0.05; C -0.05; C -0.18; N 0.06; C -0.21; C -0.01; C -0.03; C -0.06; C -0.14; N 0.04; H 0.12; H 0.13; H 0.12; H 0.10; H 0.09; H 0.10; H 0.11; H 0.11; H 0.09; H 0.11; C -0.11; C -0.29; C -0.31; S 0.98; O -0.69; C -0.32; C -0.31; C -0.09; H 0.09; H 0.05; H 0.08; H 0.09; H 0.11; H 0.11; H 0.07; H 0.08; H 0.11; H 0.07; H 0.12; H 0.05; H 0.08; H 0.09; C -0.26; C -0.47; Sb 1.40; C -0.45; C -0.23; C -0.48; C -0.20; H 0.06; H 0.05; H 0.06; H 0.05; H 0.05; H 0.03; H 0.04; H 0.06; H 0.04